No. 1
Molecular formula: C4H5NO
Method: DFT, ωB97M-V with the def2-TZVPD basis set

Positions of all 11 atoms, in Å:
C1 -1.205 1.122 -0.314
C2 -0.593 -1.297 0.305
O1 -0.856 -2.049 1.116
C3 1.824 -0.666 0.092
C4 1.168 0.438 -0.207
N1 0.360 1.323 -0.448
H1 -1.771 0.565 0.470
H2 -1.564 0.709 -1.264
H3 -1.482 2.153 -0.191
H4 1.964 -1.433 -0.663
H5 2.155 -0.865 1.104

As for the multiplicity: 1. The HOMO energy comes out at -8.7 eV. The orbital gap comes out at 9.674 eV. The value obtained for the relative energy (zero: lowest compared OMol25 entry of this formula, charge and spin) is 309.1 kJ/mol. The value obtained for the total energy is -7763.3225 eV.

Here are the Löwdin charges for atoms 1 to 8, given in e:
1 C -0.12
2 C -0.02
3 O 0.10
4 C -0.06
5 C -0.27
6 N 0.06
7 H 0.05
8 H 0.07

***

No. 2
Molecular formula: C23H69N5O9
Method: DFT, ωB97M-V with the def2-TZVPD basis set

Positions of all 106 atoms, in Å:
C1 4.047 -0.605 6.418
C2 4.603 -1.995 6.123
C3 5.699 -2.184 7.204
O1 3.645 -3.003 6.207
H1 4.620 0.278 6.134
H2 3.764 -0.436 7.458
H3 3.175 -0.393 5.800
H4 4.998 -2.062 5.109
H5 6.292 -3.087 7.055
H6 5.315 -2.196 8.224
H7 6.286 -1.266 7.201
H8 2.855 -2.714 5.746
O2 5.127 2.106 1.264
H9 5.042 2.723 1.990
H10 5.816 1.502 1.541
O3 1.850 -3.058 -2.576
H11 1.676 -2.768 -3.471
H12 1.213 -2.583 -2.042
O4 -1.321 -2.885 4.733
H13 -1.688 -2.979 5.612
H14 -2.056 -2.593 4.195
C4 -10.241 4.307 0.982
C5 -9.289 4.919 -0.013
C6 -8.953 3.923 -1.153
O5 -8.242 4.618 -2.147
C7 -7.843 3.741 -3.182
N1 -9.979 6.060 -0.675
H15 -11.211 3.951 0.635
H16 -10.244 4.842 1.932
H17 -9.791 3.383 1.345
H18 -8.407 5.402 0.406
H19 -9.859 3.494 -1.583
H20 -8.484 2.979 -0.874
H21 -7.272 4.233 -3.970
H22 -8.631 3.237 -3.742
H23 -7.078 3.068 -2.795
H24 -10.886 6.274 -0.284
H25 -9.506 6.949 -0.593
C8 -9.613 -5.607 4.925
C9 -9.545 -6.915 4.169
C10 -9.459 -6.677 2.668
O6 -10.662 -5.987 2.123
C11 -10.675 -5.866 0.705
N2 -8.338 -7.704 4.615
H26 -9.793 -5.818 5.979
H27 -10.450 -5.027 4.537
H28 -8.702 -5.011 4.865
H29 -10.389 -7.589 4.320
H30 -9.412 -7.611 2.108
H31 -8.564 -6.133 2.365
H32 -10.088 -4.978 0.472
H33 -11.685 -5.768 0.307
H34 -10.236 -6.761 0.264
H35 -8.677 -8.644 4.760
H36 -7.837 -7.977 3.782
C12 -1.384 1.673 -0.708
C13 -1.890 1.051 0.559
C14 -3.304 0.430 0.222
O7 -3.865 0.012 1.382
C15 -5.122 -0.627 1.121
N3 -0.956 0.019 0.837
H37 -0.433 2.200 -0.627
H38 -2.106 2.409 -1.060
H39 -1.359 0.865 -1.440
H40 -1.895 1.788 1.361
H41 -3.139 -0.526 -0.274
H42 -3.896 1.248 -0.187
H43 -5.202 -1.030 0.111
H44 -5.995 0.010 1.261
H45 -5.197 -1.500 1.770
H46 -0.041 0.446 0.842
H47 -1.109 -0.390 1.747
C16 5.811 5.673 -5.355
C17 7.205 5.950 -5.934
C18 7.086 6.379 -7.435
O8 6.673 5.291 -8.275
C19 6.929 5.444 -9.621
N4 7.934 6.958 -5.170
H48 5.187 6.558 -5.233
H49 5.800 5.318 -4.324
H50 5.369 4.928 -6.017
H51 7.712 4.995 -5.799
H52 8.037 6.783 -7.781
H53 6.378 7.207 -7.437
H54 6.355 6.263 -10.057
H55 6.749 4.607 -10.296
H56 7.993 5.613 -9.782
H57 8.072 6.598 -4.237
H58 7.299 7.732 -5.042
C20 12.539 -2.658 -1.731
C21 11.041 -2.522 -1.680
C22 10.654 -3.357 -0.350
O9 9.459 -2.931 0.280
C23 8.150 -3.127 -0.291
N5 10.689 -1.126 -1.479
H59 13.031 -1.930 -2.376
H60 12.985 -3.557 -2.158
H61 12.971 -2.708 -0.732
H62 10.627 -2.947 -2.595
H63 11.273 -3.248 0.541
H64 10.763 -4.439 -0.425
H65 8.187 -3.155 -1.380
H66 7.595 -2.208 -0.105
H67 7.625 -3.951 0.190
H68 10.276 -1.060 -0.559
H69 11.524 -0.559 -1.449

As for the multiplicity: 1. The HOMO energy comes out at -9.0 eV. The orbital gap comes out at 9.360 eV. The value obtained for the relative energy (zero: lowest compared OMol25 entry of this formula, charge and spin) is 96.7 kJ/mol. The value obtained for the total energy is -50841.4190 eV.

Here are the Löwdin charges for atoms 1 to 8, given in e:
1 C -0.08
2 C -0.50
3 C -0.06
4 O -0.04
5 H 0.08
6 H 0.08
7 H 0.07
8 H 0.13

***

No. 3
Molecular formula: C5H9NO
Method: DFT, ωB97M-V with the def2-TZVPD basis set

Positions of all 16 atoms, in Å:
C1 1.721 -0.748 0.021
N1 -1.226 -0.087 2.013
C2 -1.393 0.150 0.786
C3 0.602 -0.007 -0.644
C4 -0.785 -0.557 -0.405
C5 0.795 1.079 -1.378
O1 -2.184 1.169 0.430
H1 -2.501 1.609 1.234
H2 -0.627 -0.875 2.231
H3 2.677 -0.285 -0.205
H4 1.744 -1.784 -0.322
H5 1.583 -0.756 1.103
H6 -0.741 -1.629 -0.209
H7 -1.421 -0.364 -1.268
H8 -0.023 1.603 -1.842
H9 1.780 1.482 -1.544

As for the multiplicity: 1. The HOMO energy comes out at -9.4 eV. The orbital gap comes out at 10.350 eV. The value obtained for the relative energy (zero: lowest compared OMol25 entry of this formula, charge and spin) is 110.1 kJ/mol. The value obtained for the total energy is -8868.0718 eV.

Here are the Löwdin charges for atoms 1 to 8, given in e:
1 C -0.06
2 N 0.14
3 C -0.51
4 C -0.37
5 C -0.09
6 C 0.06
7 O 0.06
8 H 0.12